Entry 1:
The following is a quantum chemistry calculation of 3 unconnected molecules or ions with the total composition C15H38BBr2N3 at a distorted geometry, from the OMol25 dataset.

The value obtained for the LUMO energy is 0.6 eV. As for the energy relative to the best compared isomer or geometry (same formula, charge and spin): 0.0 kcal/mol.

Geometry as XYZ:
```
59
Properties=species:S:1:pos:R:3:forces:R:3:mulliken_charge:R:1
C -3.4148 4.0954 -0.6260 0.0 0.0 0.1 -1.171
C -2.5765 3.0116 -1.2902 -0.2 0.0 0.0 0.026
Br -0.8186 2.9412 -0.3908 0.1 0.1 -0.2 -0.123
C -3.1682 1.5947 -1.2867 0.1 -0.1 0.1 0.121
Br -4.9222 1.6266 -2.1548 -0.1 0.0 -0.1 -0.148
B -3.2465 0.9105 0.1488 -0.2 -0.2 0.0 0.335
N -2.1975 0.0429 0.5106 0.2 1.1 -0.3 -0.260
H -3.2085 5.0634 -1.0792 0.0 0.0 0.0 0.354
H -4.4755 3.8791 -0.7474 0.0 0.0 0.0 0.324
H -3.1926 4.1719 0.4368 -0.1 -0.1 0.0 0.327
H -2.3101 3.2903 -2.3055 -0.1 0.0 0.0 0.387
H -2.5759 0.9737 -1.9598 0.1 0.1 0.0 -0.301
H -4.1551 1.1017 0.8982 0.1 0.2 0.1 -0.109
H -1.4412 0.0720 -0.1651 0.1 -0.3 0.2 0.061
H -1.8295 0.1849 1.4431 -0.2 -0.7 0.1 0.225
C -0.6588 -4.9482 -3.1669 0.0 0.0 0.0 -1.435
C -0.9878 -3.5087 -3.5301 0.0 0.0 0.0 -0.391
N -0.1419 -2.5481 -2.8421 0.0 0.0 0.0 0.206
C -0.6380 -1.1884 -2.8965 0.0 0.2 0.0 -0.477
C -0.7201 -0.4937 -4.2617 0.0 0.0 0.0 -1.173
C 1.2909 -2.7187 -3.0309 0.0 0.0 0.0 -0.673
C 1.8247 -2.7299 -4.4674 0.0 0.0 0.0 -0.957
H -0.6506 -5.0748 -2.0835 0.0 0.0 0.0 0.331
H -1.4090 -5.6180 -3.5884 0.0 0.0 0.0 0.435
H 0.3117 -5.2588 -3.5560 0.0 0.0 0.0 0.295
H -2.0173 -3.2909 -3.2321 0.0 0.0 0.0 0.445
H -0.9569 -3.4020 -4.6264 0.0 0.0 0.0 0.291
H -0.0090 -0.5789 -2.2376 0.0 0.0 0.0 0.071
H -1.6414 -1.1892 -2.4548 0.0 -0.1 0.0 0.444
H 0.2641 -0.2425 -4.6548 0.0 0.0 0.0 0.266
H -1.2814 0.4392 -4.1678 0.0 0.0 0.0 0.429
H -1.2363 -1.1126 -4.9968 0.0 0.0 0.0 0.270
H 1.5842 -3.6554 -2.5508 0.0 0.0 0.0 0.409
H 1.7853 -1.9271 -2.4618 0.0 0.0 0.0 0.337
H 1.2672 -3.4268 -5.0954 0.0 0.0 0.0 0.250
H 2.8673 -3.0530 -4.4669 0.0 0.0 0.0 0.394
H 1.7833 -1.7483 -4.9370 0.0 0.0 0.0 0.231
C 1.5518 0.6945 1.5895 0.0 -0.1 0.0 -0.982
C 1.7396 0.1905 3.0118 0.0 0.0 0.0 -0.433
N 2.6958 0.9818 3.7642 -0.1 0.0 0.0 0.096
C 3.1390 0.3502 4.9952 0.0 0.0 0.0 -0.713
C 2.1000 0.1056 6.0949 0.0 0.0 0.0 -0.975
C 2.4100 2.4073 3.8363 0.0 0.0 0.0 -0.742
C 1.0404 2.8359 4.3749 0.0 0.0 0.0 -0.840
H 2.5132 0.7934 1.0836 0.0 0.0 0.0 0.318
H 0.9376 -0.0092 1.0241 0.0 0.0 0.0 0.344
H 1.0501 1.6623 1.5664 0.0 0.0 0.0 0.005
H 2.1239 -0.8330 2.9845 0.0 0.0 0.0 0.440
H 0.7515 0.1316 3.4988 0.0 0.0 0.0 0.239
H 3.9547 0.9554 5.3996 0.0 0.0 0.0 0.365
H 3.5816 -0.6114 4.7177 0.0 0.0 0.0 0.409
H 1.7794 1.0315 6.5710 0.0 0.0 0.0 0.218
H 2.5304 -0.5306 6.8704 0.0 0.0 0.0 0.404
H 1.2156 -0.4020 5.7070 0.0 0.0 0.0 0.270
H 2.5262 2.8261 2.8335 0.0 0.0 0.0 0.350
H 3.2001 2.8613 4.4392 0.0 0.0 0.0 0.387
H 0.2286 2.3077 3.8712 0.0 0.0 0.0 0.184
H 0.8948 3.9025 4.1948 0.0 0.0 0.0 0.368
H 0.9386 2.6635 5.4452 0.0 0.0 0.0 0.241
```
Forces are in eV/Å.

=====

Entry 2:
The following is a quantum chemistry calculation of a gas-phase ion, C15H25N2O2 (charge +1), from the OMol25 dataset.

The value obtained for the LUMO energy is -2.2 eV. The total charge is +1. As for the energy relative to the best compared isomer or geometry (same formula, charge and spin): 2.0 kcal/mol.

Geometry as XYZ:
```
44
Properties=species:S:1:pos:R:3:forces:R:3:mulliken_charge:R:1
C -1.2640 -1.2595 -2.9002 0.2 0.0 0.4 -1.280
C -0.5418 -1.8482 -1.6967 -0.1 -0.2 -0.6 -0.431
O -0.4044 -0.9120 -0.6225 -0.3 0.3 0.4 -0.450
C -1.6049 -0.5846 0.0186 -0.2 0.1 0.1 0.433
C -2.3331 -1.5521 0.6945 0.3 0.0 -0.2 -0.830
C -3.5047 -1.2056 1.3431 -0.1 0.1 0.0 -0.680
C -3.9505 0.1043 1.3162 -0.1 0.0 0.1 -0.691
C -3.2159 1.0687 0.6499 0.1 -0.1 -0.1 -0.763
C -2.0402 0.7407 -0.0099 0.1 -0.1 -0.3 0.678
C -1.2070 1.7932 -0.6905 -0.2 -0.1 0.1 -0.954
N -0.1289 2.1707 0.2252 -0.1 0.2 0.0 -0.105
C 1.0039 2.8386 -0.3866 0.1 -0.1 0.0 -0.979
C 1.9455 1.7851 -1.0030 -0.2 0.7 -0.2 -0.652
N 1.9637 0.5369 -0.2065 -0.4 0.0 0.0 1.086
C 2.8681 -0.4730 -0.8010 0.4 -0.8 0.0 -0.563
C 2.8276 -1.7606 0.0302 0.0 0.1 -0.2 -0.248
O 3.1965 -1.5062 1.3587 0.2 -0.1 0.1 -0.426
C 2.3170 -0.5880 1.9531 -0.1 0.3 0.0 -0.627
C 2.3359 0.7514 1.2110 0.2 -0.2 0.9 -0.329
H -2.2594 -0.9245 -2.6165 -0.1 0.0 0.0 0.302
H -0.7155 -0.4170 -3.3163 0.1 0.1 -0.1 0.290
H -1.3603 -2.0207 -3.6683 0.0 -0.1 -0.1 0.473
H -1.0730 -2.7381 -1.3467 0.1 0.1 0.0 0.427
H 0.4789 -2.1356 -1.9629 -0.1 0.0 0.1 0.393
H -1.9820 -2.5729 0.7198 0.1 -0.1 0.0 0.454
H -4.0667 -1.9614 1.8684 -0.1 -0.1 0.1 0.444
H -4.8671 0.3749 1.8157 -0.1 0.0 0.1 0.426
H -3.5635 2.0909 0.6282 0.0 0.1 0.0 0.456
H -1.8333 2.6485 -0.9767 0.1 -0.1 0.0 0.591
H -0.7605 1.3814 -1.5977 0.0 0.1 0.0 0.107
H -0.5208 2.7330 0.9719 0.1 -0.1 0.0 0.301
H 1.5352 3.3995 0.3842 0.0 0.0 -0.1 0.475
H 0.7220 3.5500 -1.1761 0.1 0.0 0.1 0.383
H 2.9584 2.1869 -1.0683 0.0 -0.2 0.0 0.471
H 1.6145 1.5240 -2.0098 0.1 -0.1 0.1 0.432
H 0.9870 0.1511 -0.2261 0.4 0.1 0.0 -0.368
H 2.5668 -0.6749 -1.8292 -0.1 0.1 0.0 0.369
H 3.8846 -0.0711 -0.7964 -0.1 0.1 0.0 0.420
H 3.5467 -2.4817 -0.3609 -0.1 0.1 -0.1 0.422
H 1.8189 -2.1962 -0.0063 0.1 0.0 0.0 0.136
H 2.6584 -0.4523 2.9798 -0.1 0.1 -0.1 0.392
H 1.2912 -0.9867 1.9640 0.1 0.0 0.0 0.273
H 1.6177 1.4298 1.6667 0.1 0.0 -0.1 0.408
H 3.3398 1.1811 1.2439 -0.1 0.0 -0.1 0.334
```
Forces are in eV/Å.

=====

Entry 3:
The following is a quantum chemistry calculation of C19H31N3OS in the gas phase, from the OMol25 dataset.

The value obtained for the LUMO energy is 0.6 eV. As for the energy relative to the best compared isomer or geometry (same formula, charge and spin): 12.3 kcal/mol.

Geometry as XYZ:
```
55
Properties=species:S:1:pos:R:3:forces:R:3:mulliken_charge:R:1
C 5.1080 -1.9819 1.5436 -0.2 -0.1 -0.2 -1.324
C 3.7681 -2.5216 1.0606 0.1 0.1 0.3 -0.191
C 2.7974 -2.7525 2.2152 -0.1 -0.1 -0.4 -0.604
C 1.4257 -3.2079 1.7118 0.2 0.2 0.2 -0.847
N 0.8200 -2.2151 0.8374 0.1 -0.1 0.0 0.706
C 0.0314 -2.8088 -0.2205 0.1 0.0 0.1 -1.185
C 0.1802 -1.1201 1.5497 -0.2 0.2 -0.3 -0.585
C -1.2703 -1.3664 1.9970 0.4 0.1 0.2 -0.399
C -1.7768 -0.1660 2.7916 -0.3 -0.5 0.0 -1.264
N -1.7089 1.0199 1.9671 -0.2 0.2 -0.2 0.233
C -2.7229 1.9111 1.9594 -0.1 0.1 0.3 0.172
S -3.9828 1.8583 3.0353 -0.5 0.1 0.3 -0.419
N -2.6940 2.9365 1.0521 0.1 0.3 0.2 -0.122
C -2.3071 2.8579 -0.2950 0.1 -0.2 -0.5 -0.952
C -2.3062 1.6551 -0.9899 -0.1 0.3 0.2 -0.343
C -1.9154 1.6007 -2.3160 0.1 0.0 -0.4 0.043
C -1.5346 2.7604 -2.9827 0.0 0.1 0.2 0.680
O -1.1459 2.8414 -4.2846 0.0 0.2 0.1 -0.464
C -0.9794 1.6624 -5.0455 0.2 -0.4 -0.2 -0.423
C 0.3047 0.9135 -4.6992 -0.3 0.3 0.0 -0.816
C -1.5732 3.9748 -2.2925 0.0 -0.2 -0.2 -0.725
C -1.9531 4.0249 -0.9706 0.0 -0.2 0.1 -0.334
C -0.3635 1.3266 1.5241 0.3 0.1 -0.4 -0.933
C 0.2242 0.1688 0.7208 0.0 0.0 0.4 0.003
H 4.9759 -1.0293 2.0523 0.0 0.1 0.1 0.326
H 5.7852 -1.8316 0.7061 0.1 0.0 0.0 0.376
H 5.5726 -2.6780 2.2391 0.1 0.0 0.1 0.323
H 3.9254 -3.4628 0.5295 0.0 0.0 -0.1 0.229
H 3.3123 -1.8175 0.3630 0.0 -0.1 -0.1 0.236
H 3.1936 -3.5166 2.8873 0.0 0.0 0.1 0.510
H 2.6985 -1.8288 2.7882 0.0 0.0 0.1 0.227
H 0.7791 -3.4520 2.5704 0.0 -0.1 -0.1 0.232
H 1.5616 -4.1245 1.1338 0.0 0.0 0.0 0.558
H -0.4062 -2.0253 -0.8348 -0.1 0.0 -0.1 0.206
H -0.7745 -3.4626 0.1440 -0.1 0.0 0.0 0.374
H 0.6926 -3.4014 -0.8534 -0.1 0.0 -0.1 0.413
H 0.7796 -0.9479 2.4506 0.0 0.0 0.0 0.135
H -1.3294 -2.2606 2.6195 0.0 -0.1 0.0 0.381
H -1.9111 -1.5116 1.1262 -0.1 0.0 0.0 0.245
H -2.8138 -0.3125 3.0987 0.2 0.0 0.0 0.615
H -1.1675 -0.0279 3.6946 -0.1 0.0 0.0 0.244
H -3.3455 3.6780 1.2747 0.0 -0.3 0.0 0.335
H -2.6325 0.7548 -0.4919 0.0 -0.1 0.0 0.580
H -1.9338 0.6463 -2.8185 0.0 -0.1 -0.1 0.401
H -1.8540 1.0078 -4.9444 0.0 0.1 0.0 0.325
H -0.9344 2.0143 -6.0799 -0.1 -0.1 0.1 0.322
H 1.1610 1.5681 -4.8403 0.1 0.0 0.0 0.298
H 0.4104 0.0484 -5.3480 0.0 -0.1 -0.1 0.349
H 0.2960 0.5803 -3.6642 0.0 -0.1 0.1 0.155
H -1.2980 4.8718 -2.8236 0.0 0.1 -0.1 0.424
H -1.9791 4.9701 -0.4491 0.0 0.1 0.1 0.437
H -0.3621 2.2401 0.9312 0.0 -0.1 0.1 0.423
H 0.2581 1.4949 2.4161 0.0 0.0 -0.1 0.437
H -0.3424 0.0476 -0.2014 0.0 0.0 -0.1 -0.392
H 1.2566 0.3964 0.4553 0.0 0.0 0.0 0.366
```
Forces are in eV/Å.

=====

For the records above, the corresponding E_tot values read -161403.712 -23029.631 -37559.321 eV.